Molecular formula: C4H11NO2
Method: DFT, ωB97M-V/def2-TZVPD

Geometry as XYZ:
```
18
C4H11NO2 (ωB97M-V/def2-TZVPD)
C 2.0702 1.0271 1.0280
C 0.8394 0.3415 1.5929
C -0.3468 0.2671 0.5752
N -1.2256 1.4024 0.4581
C -2.0509 1.7823 1.4717
O -2.4402 1.0047 2.3094
H 2.6492 1.5061 1.8254
H 1.8172 1.8697 0.3756
H 2.7843 0.4452 0.4454
H 0.5678 0.7691 2.5550
H 0.9945 -0.7289 1.7484
H -0.9126 -0.6052 0.8975
H 0.1082 0.1364 -0.4045
H -1.0923 2.0049 -0.3448
H -2.2986 2.8496 1.5063
O -0.1523 -4.5491 -5.5438
H -1.0152 -4.1133 -5.3369
H -0.2963 -5.4097 -5.1589
```

Output
Structure (SMILES) ... CCCNC=O.O
Molecular weight ... 105.14 g mol⁻¹
Max |F| ... 1.604 eV Å⁻¹
E_HOMO ... -9.6 eV
E ... -9911.2417 eV
Relative energy (zero: lowest compared OMol25 entry of this formula, charge and spin) ... 96.50 kJ/mol
Charge ... 0
Frontier orbital gap ... 10.395 eV


Molecular formula: C4H11ClNP
Method: DFT, ωB97M-V/def2-TZVPD

Geometry as XYZ:
```
18
C4H11ClNP (ωB97M-V/def2-TZVPD)
C 0.9649 -0.7831 -1.1133
C 0.3219 -1.3385 1.3031
C -0.1996 -1.0269 -0.1127
C -0.8925 0.2566 -0.1727
N -2.0498 0.6877 -0.1811
P 0.5817 2.7886 0.1344
Cl -3.5891 -0.6841 -0.1878
H 1.1638 -1.6650 -1.7116
H 0.7408 0.1353 -1.8331
H 1.7372 -0.5187 -0.4140
H -0.5932 -1.6880 1.9282
H 1.0044 -2.2043 1.1590
H 0.7554 -0.4663 1.8532
H -0.8326 -1.8770 -0.3822
H 0.6349 1.7034 -0.7574
H -2.7407 1.3674 -0.3835
H 1.8122 3.4822 0.0254
H 1.1802 1.8307 0.8461
```

Output
Molecular weight ... 139.57 g mol⁻¹
Max |F| ... 4.996 eV Å⁻¹
E_HOMO ... -8.5 eV
E ... -27623.0754 eV
Relative energy (zero: lowest compared OMol25 entry of this formula, charge and spin) ... 265.49 kJ/mol
Charge ... 0
Frontier orbital gap ... 8.499 eV


Molecular formula: C6H13N
Method: DFT, ωB97M-V/def2-TZVPD

Geometry as XYZ:
```
20
C6H13N (ωB97M-V/def2-TZVPD)
C -2.0508 1.5984 0.3184
C -0.8091 0.8854 0.7482
N -0.3385 -0.2608 0.1935
C -1.1645 -1.4659 0.0833
C 0.9519 -0.2724 -0.1784
C 1.8449 -1.4327 0.1520
C 1.5321 0.9150 -0.8845
H -2.7907 0.9296 -0.1343
H -2.5251 2.0992 1.1707
H -1.8317 2.3830 -0.4261
H -0.0540 1.4474 1.2861
H -1.0547 -1.9074 -0.9118
H -0.8596 -2.2010 0.8359
H -2.2085 -1.2019 0.2652
H 2.8535 -1.0566 0.3678
H 1.5080 -1.9553 1.0556
H 1.9483 -2.1756 -0.6521
H 0.7229 1.5572 -1.2534
H 2.1193 0.5681 -1.7506
H 2.2062 1.5462 -0.2855
```

Output
Molecular weight ... 99.18 g mol⁻¹
Max |F| ... 0.327 eV Å⁻¹
E_HOMO (alpha / beta) ... -6.3 / -6.2 eV
E ... -7920.2096 eV
Relative energy (zero: lowest compared OMol25 entry of this formula, charge and spin) ... 253.13 kJ/mol
Charge ... 0
Frontier orbital gap (alpha / beta) ... 7.254 / 7.111 eV


Molecular formula: C18H42Cl3N3O14
Method: DFT, ωB97M-V/def2-TZVPD

Geometry as XYZ:
```
80
C18H42Cl3N3O14 (ωB97M-V/def2-TZVPD)
N -27.0539 7.8057 -9.4385
H -26.8932 8.4557 -8.6823
H -26.2424 7.2153 -9.5529
H -27.3958 8.4750 -10.1132
H -27.8317 7.2063 -9.2025
Cl -31.0232 6.7416 -10.1224
O -29.7029 6.7041 -10.7292
O -31.3849 5.5489 -9.5457
O -30.9755 7.7119 -9.0345
O -32.0685 7.1505 -11.0822
Cl -29.8606 10.6831 -12.4823
O -30.2192 9.5911 -13.3230
O -29.2241 11.7750 -13.1172
O -31.1048 11.0488 -11.9231
O -29.1363 10.2110 -11.3673
Cl -28.3539 6.7045 -6.0903
O -29.3415 7.6583 -5.9705
O -28.4253 5.8120 -4.9222
O -28.6058 5.9675 -7.3007
O -27.0455 7.2941 -6.1062
C -24.2125 5.6232 -7.8193
C -24.1441 4.8141 -9.1611
C -24.9082 3.4916 -8.9504
C -25.1580 2.8794 -10.2968
C -25.8534 3.8520 -11.2699
C -25.0646 5.1386 -11.5520
N -24.7220 5.6704 -10.2677
O -23.9888 6.8606 -10.3515
C -23.9415 4.8067 -12.5686
C -26.1137 6.0040 -12.1290
C -22.5619 4.5397 -9.2797
H -23.4924 6.4414 -7.8098
H -24.0748 5.0515 -6.9015
H -25.2183 6.0148 -7.6670
H -24.3456 2.8178 -8.3043
H -25.8868 3.6834 -8.5104
H -25.8313 2.0333 -10.1598
H -24.2707 2.4372 -10.7500
H -26.7727 3.9754 -10.6973
H -26.1327 3.2984 -12.1664
H -23.3691 5.7250 -12.6996
H -23.1647 4.1049 -12.2651
H -24.2318 4.5655 -13.5912
H -26.4328 5.5781 -13.0802
H -27.0646 6.1630 -11.6204
H -25.8539 7.0443 -12.3250
H -22.2343 3.9448 -10.1322
H -22.2854 3.9471 -8.4076
H -21.9425 5.4364 -9.2997
H -23.1423 6.6292 -10.7407
C -23.9921 11.8267 -7.6241
C -24.8167 10.5870 -7.1578
C -24.9061 10.6558 -5.6230
C -25.8409 11.7147 -4.9647
C -27.2090 11.6088 -5.6239
C -27.2161 11.5519 -7.2513
N -26.1642 10.5921 -7.6409
O -26.3073 10.3342 -9.0753
C -28.6383 10.9829 -7.5574
C -27.0982 13.0300 -7.7904
C -23.9889 9.2160 -7.4830
H -23.3753 11.6041 -8.4948
H -24.4716 12.7980 -7.7459
H -23.1218 12.0333 -7.0013
H -25.3278 9.7004 -5.3109
H -23.8687 10.7943 -5.3187
H -25.9737 11.7425 -3.8832
H -25.4888 12.7309 -5.1419
H -27.6605 12.5275 -5.2494
H -27.6021 10.6705 -5.2324
H -29.4451 11.4561 -6.9977
H -28.7989 9.9368 -7.2968
H -28.8193 11.1284 -8.6224
H -28.0363 13.5371 -7.5648
H -27.0007 13.2595 -8.8515
H -26.3284 13.6117 -7.2832
H -24.2660 8.9024 -8.4894
H -22.9293 9.3975 -7.3031
H -24.3982 8.3987 -6.8892
H -26.0864 11.2002 -9.4258
```

Output
Molecular weight ... 630.90 g mol⁻¹
Max |F| ... 5.468 eV Å⁻¹
E_HOMO (alpha / beta) ... -5.0 / -5.0 eV
E ... -90021.0691 eV
Relative energy (zero: lowest compared OMol25 entry of this formula, charge and spin) ... 123.79 kJ/mol
Charge ... -1
Multiplicity ... 2
Frontier orbital gap (alpha / beta) ... 6.015 / 1.589 eV


Question: The lowest relative energy (zero: lowest compared OMol25 entry of this formula, charge and spin) belongs to which entry?
Answer: C4H11NO2